Entry 1:
The following is a DFT calculation (wB97M-V/def2-TZVPD) of a structure of composition C30H45ClHfO2P2 at a distorted geometry.

```
81
Properties=species:S:1:pos:R:3:forces:R:3:mulliken_charge:R:1
Hf 0.607977 0.927380 0.518027 -3.35 -4.19 -0.89 -0.243
C 1.915605 0.926557 2.657573 1.04 0.73 -0.53 0.429
C 2.662822 1.011569 1.424931 0.37 1.90 0.45 1.224
C 1.286784 2.913409 1.636231 1.87 -0.31 0.83 0.776
C 1.155063 2.123126 2.820434 0.39 0.41 -1.22 0.989
C 2.236964 2.258663 0.746799 1.39 0.01 2.64 0.188
C 2.168938 -0.057821 3.755846 -0.35 -0.47 0.12 -2.000
H 2.499557 -1.025618 3.362869 0.00 0.21 0.15 0.416
H 1.254705 -0.223634 4.343207 0.31 -0.04 -0.12 0.541
H 2.945333 0.307695 4.448407 -0.24 -0.01 -0.34 0.323
C 0.474434 2.575249 4.063502 -0.59 -0.25 0.22 -1.528
H 0.565312 1.826879 4.856882 -0.02 0.17 -0.13 0.442
H -0.594384 2.740917 3.885301 0.17 0.09 0.11 0.197
H 0.898555 3.515297 4.442586 0.00 -0.23 -0.25 0.320
C 0.817095 4.310964 1.472770 -0.64 0.24 -0.13 -1.612
H 1.581013 5.028968 1.808851 -0.11 -0.31 -0.10 0.314
H -0.086478 4.487080 2.067351 0.11 0.05 -0.20 0.388
H 0.594870 4.519159 0.423105 -0.08 0.20 0.13 0.380
C 2.707620 2.770725 -0.560252 0.33 0.29 -0.75 -1.181
H 3.627908 3.350277 -0.393469 -0.18 -0.10 -0.25 0.430
H 1.971288 3.444414 -1.024432 0.25 -0.13 0.08 0.291
H 2.938063 1.963244 -1.273661 0.04 0.27 0.20 0.305
C 3.818878 0.162174 1.018330 0.26 -0.35 -0.24 -1.234
H 4.762689 0.704051 1.178431 -0.26 -0.12 0.00 0.335
H 3.774232 -0.117253 -0.040564 0.09 0.00 0.17 0.224
H 3.854005 -0.755720 1.615371 0.07 0.21 -0.17 0.433
C -0.693727 -1.803790 1.192975 -0.51 0.82 0.04 -0.964
C 0.499425 -2.363868 1.487326 1.11 2.14 0.03 -0.201
C 1.596598 -2.660739 0.493416 0.74 -0.69 -0.76 -1.295
C 1.614094 -2.040782 -0.943255 0.58 -0.48 -0.82 0.247
C 1.185157 -0.619344 -1.317191 -1.64 1.32 2.16 -0.672
C -0.225861 -0.512027 -2.036708 1.37 1.41 0.14 -0.060
C -1.503009 -0.825156 -1.219953 -0.23 -0.26 0.40 -0.936
C -1.386248 -1.941628 -0.146088 0.26 -0.84 -0.29 0.671
H 1.677422 -3.764240 0.323427 -0.04 0.64 0.26 0.454
H 1.078920 -2.737086 -1.617558 0.20 0.34 0.55 -1.264
H 2.585135 -2.385261 0.934029 -0.88 -0.25 0.09 0.551
H -0.849741 -2.813086 -0.659113 -0.99 1.54 1.08 -1.246
H -1.321578 -1.383489 1.991705 0.33 -0.42 0.01 0.231
H 0.893158 -2.304815 2.520358 -0.69 -0.31 -0.48 0.705
H -2.415597 -2.304395 0.047964 0.44 0.27 0.06 0.891
H -1.931255 0.101871 -0.800144 0.41 -0.26 -0.13 0.194
H -0.344402 0.562190 -2.373094 0.17 -0.76 0.24 0.701
H -2.290779 -1.139460 -1.909651 0.00 -0.08 -0.01 0.831
H 2.653514 -2.157376 -1.318922 -0.30 0.04 0.57 0.579
H 1.931602 -0.150051 -1.943761 0.17 0.12 -0.28 0.760
P -0.646657 -3.881880 -2.215225 0.05 -2.07 -0.54 0.775
C -2.134614 -4.953061 -1.994134 0.19 0.01 -0.42 -1.113
C 0.627071 -5.065754 -2.815812 -0.39 -0.18 -0.52 -1.277
P -0.074281 -1.315900 -3.640059 -1.80 -1.50 -0.90 0.779
C -1.088645 -2.844275 -3.681688 0.26 -0.52 -0.12 -1.455
C 1.558552 -1.782318 -4.258661 0.46 0.20 -0.10 -1.410
C -0.828429 -0.321936 -4.932369 0.40 0.25 -0.13 -1.242
H -3.039215 -4.315492 -2.048517 0.38 -0.50 0.12 0.383
H -2.072245 -5.447889 -1.004329 -0.12 0.26 -0.59 0.372
H -2.138507 -5.710129 -2.802159 -0.33 0.28 0.49 0.429
H 0.163804 -5.733905 -3.565311 0.52 0.12 0.23 0.436
H 0.977111 -5.660603 -1.951383 -0.13 0.28 -0.47 0.347
H 1.481448 -4.523373 -3.259475 -0.32 -0.35 0.23 0.330
H -1.182269 -1.034901 -5.681759 0.03 0.30 -0.10 0.446
H -0.056296 0.327002 -5.359903 -0.32 0.03 -0.09 0.486
H -1.661689 0.284551 -4.565802 0.10 -0.17 0.00 0.414
H -2.183316 -2.674471 -3.650182 0.65 0.28 -0.10 0.557
H -0.846444 -3.389373 -4.610947 -0.21 0.32 0.14 0.698
H 1.910057 -0.946371 -4.872464 0.05 -0.14 0.05 0.488
H 1.451067 -2.661178 -4.912638 -0.10 0.33 0.18 0.464
H 2.335380 -1.999593 -3.518090 -0.43 0.05 0.01 0.229
Cl -5.192879 4.778821 5.047358 -0.10 -0.01 0.15 -0.162
C -4.308474 4.076839 3.765044 0.64 -0.38 -0.69 0.361
C -4.194324 4.767508 2.550407 -0.38 0.66 0.07 -0.639
C -3.454049 4.232208 1.512457 0.08 -0.54 0.19 -0.652
C -2.831211 2.988733 1.693359 0.06 0.76 -0.46 0.258
C -2.920373 2.301253 2.909124 0.03 -0.16 -0.24 -0.190
C -3.662349 2.835723 3.942137 -0.43 0.54 0.33 -0.756
C -1.956972 2.532275 0.592569 -0.65 0.71 -0.20 0.480
O -1.847575 3.058834 -0.516287 0.40 -1.10 1.40 -0.702
O -1.239182 1.465762 0.966717 0.32 -0.14 -0.90 -0.218
H -4.676756 5.751041 2.421481 0.24 -0.66 0.22 0.398
H -3.314690 4.738366 0.554666 -0.18 -0.05 0.39 0.484
H -2.399957 1.345726 3.036763 -0.30 0.42 -0.03 0.467
H -3.744769 2.332538 4.904926 0.00 0.09 -0.28 0.415
```
Forces are in eV/Å.

Summary:
HOMO energy = -0.4758 Ha
Total charge = +2
Frontier orbital gap = 6.493 eV
Electronic energy = -68327.037 eV

=====

Entry 2:
The following is a DFT calculation (wB97M-V/def2-TZVPD) of a structure of composition C30H45ClIrO2P2 at a distorted geometry.

```
81
Properties=species:S:1:pos:R:3:forces:R:3:mulliken_charge:R:1
Ir 0.585686 -0.470116 -1.831194 -0.33 0.05 4.77 0.762
C -0.929897 -2.105925 1.742282 -0.18 0.15 1.08 1.270
C 0.362911 -2.408643 1.271622 0.44 1.59 0.68 0.556
C 0.559181 -0.836936 2.960079 -0.22 -0.40 0.29 0.218
C -0.808408 -1.212259 2.848140 0.11 -0.18 -0.47 1.092
C 1.280749 -1.537112 1.957965 0.04 -0.71 -0.48 1.317
C -2.187186 -2.830006 1.470063 -0.34 -0.17 -0.08 -2.539
H -2.108347 -3.542373 0.656110 -0.04 -0.01 0.05 0.515
H -3.009275 -2.132348 1.257456 0.14 -0.18 0.10 0.370
H -2.453150 -3.405222 2.361211 -0.16 0.07 0.03 0.606
C -1.858162 -0.944901 3.851496 0.06 -0.02 0.11 -1.736
H -2.673701 -1.662025 3.754902 -0.05 0.19 0.00 0.460
H -2.242928 0.071915 3.718350 -0.04 -0.03 0.09 0.218
H -1.433850 -1.060161 4.857571 -0.13 0.22 -0.14 0.369
C 1.166272 -0.165835 4.129996 0.01 0.26 -0.22 -1.853
H 1.232353 -0.848443 4.991364 -0.12 0.04 -0.21 0.354
H 0.540256 0.677717 4.415951 0.09 0.12 0.17 0.440
H 2.178110 0.179127 3.910735 -0.13 0.06 0.06 0.416
C 2.756684 -1.648405 1.937935 0.35 -0.26 0.35 -1.440
H 3.093729 -2.241668 2.791492 0.01 -0.12 0.24 0.437
H 3.217683 -0.663055 2.043748 0.04 -0.16 -0.03 0.482
H 3.132179 -2.138191 1.037883 -0.06 0.06 0.24 0.368
C 0.762825 -3.620947 0.582495 0.22 -0.72 -0.10 -1.950
H 1.093631 -4.261256 1.404384 0.15 -0.45 -0.15 0.473
H 1.598736 -3.529329 -0.099257 0.20 0.23 -0.15 0.199
H -0.051095 -4.124344 0.081328 -0.15 -0.15 -0.10 0.586
C -1.332054 0.941521 -3.612142 -2.84 1.35 -1.73 -1.384
C -1.928816 -0.378973 -3.584406 -1.94 -0.45 0.89 -0.373
C -1.382640 -1.400797 -4.575163 0.14 -0.06 0.07 -1.147
C 0.156949 -1.414470 -4.693896 0.53 -0.84 -0.34 -1.327
C 1.083531 -1.007506 -3.597739 1.07 1.33 -1.08 -1.303
C 1.528908 0.376667 -3.357747 1.43 -0.46 -3.46 0.574
C 1.001009 1.466182 -4.322443 1.36 0.07 0.35 -1.481
C -0.483888 1.503924 -4.648213 0.46 0.81 -0.20 -0.932
H -1.726733 -1.197410 -5.600870 -0.22 0.42 0.44 0.517
H 0.484734 -0.763109 -5.516560 -0.32 -0.72 -0.26 0.389
H -1.807820 -2.401247 -4.410614 0.32 0.24 0.25 0.536
H -0.695270 1.108429 -5.637299 0.02 -0.25 -0.17 0.352
H -1.922459 1.698225 -3.085091 -0.01 -0.43 -0.47 1.034
H -3.050705 -0.417181 -3.611643 0.47 0.48 -0.77 0.688
H -0.713146 2.561091 -4.682625 -0.24 0.29 -0.39 0.380
H 1.337447 2.397792 -3.849535 -0.39 0.12 -0.16 0.398
H 2.574047 0.626823 -3.109154 -0.47 -0.45 -0.27 0.609
H 1.545189 1.465100 -5.299648 0.04 -0.38 0.84 0.417
H 0.445354 -2.469606 -4.835538 -0.10 0.47 -0.80 0.354
H 1.674349 -1.817351 -3.185553 0.78 -0.48 -0.17 1.016
P -1.841307 -0.600665 -1.682715 0.78 1.28 -1.42 1.166
C -3.184002 0.058538 -0.722862 -0.91 -0.79 -0.09 -0.889
C -1.789681 -2.398390 -1.670553 -0.16 -0.90 1.06 -0.488
P 2.366862 -0.190010 -0.489764 -0.15 0.38 -0.35 0.915
C -0.746950 0.891705 -1.372256 1.14 0.58 1.21 -0.083
C 3.762214 -1.019500 -1.355370 -0.19 0.36 0.47 -1.336
C 2.865528 1.589493 -0.314759 -0.23 -1.22 0.16 -1.029
H -2.852503 0.385054 0.291530 0.06 -0.15 -0.56 -0.003
H -3.974038 -0.705446 -0.696227 -0.23 0.48 0.15 0.448
H -3.471454 0.951095 -1.296175 -0.27 -0.22 0.33 0.503
H -1.342982 -2.831753 -2.561388 -0.06 0.26 0.01 0.503
H -2.839385 -2.696534 -1.580445 0.11 -0.46 0.07 0.544
H -1.198922 -2.723110 -0.814381 -0.41 -0.19 -0.23 -1.100
H 2.891969 1.992359 -1.323721 0.32 0.51 0.14 0.338
H 3.839565 1.582500 0.213171 -0.41 0.31 -0.44 0.528
H 2.060023 2.009740 0.302798 0.32 0.20 -0.26 0.063
H -0.656350 1.100719 -0.257452 -0.21 -0.23 -0.69 -1.330
H -0.423448 1.713828 -2.044113 -0.50 -0.27 1.14 1.007
H 4.590887 -1.149422 -0.649249 0.06 -0.02 -0.37 0.499
H 4.045504 -0.418948 -2.228749 0.23 -0.43 0.19 0.439
H 3.341691 -1.987290 -1.639376 0.47 -0.03 -0.15 0.332
Cl 0.262830 6.179662 5.862531 0.05 0.19 0.19 -0.201
C -0.071655 4.902456 4.763594 -0.32 -1.10 -1.02 0.329
C -1.414924 4.604229 4.427395 0.69 -0.14 0.02 -0.686
C -1.693027 3.579963 3.511852 0.79 0.46 0.29 -0.382
C -0.616874 2.902662 2.920700 0.33 0.25 0.33 0.498
C 0.719971 3.158590 3.274426 -0.33 0.76 0.26 0.003
C 0.999096 4.172908 4.192576 -0.62 0.08 0.20 -0.948
C -0.898215 1.919321 1.846659 0.24 -0.56 -0.48 0.095
O -2.074798 1.497521 1.756952 0.40 -0.31 -0.28 -0.884
O 0.094521 1.582937 1.106085 -0.72 0.03 1.17 -0.796
H -2.217506 5.184123 4.876564 0.19 -0.10 -0.04 0.416
H -2.716702 3.325698 3.211667 0.55 0.15 0.16 0.443
H 1.555845 2.618360 2.805977 -0.66 0.24 0.13 0.388
H 2.035239 4.400217 4.446834 -0.38 0.07 0.07 0.392
```
Forces are in eV/Å.

Summary:
Energy relative to the best compared isomer or geometry (same formula, charge and spin) = 37.0 kcal/mol
Expectation value of S² = 6.023
HOMO energy (spin up / spin down) = -0.3326 / -0.3828 Ha
2S+1 = 5
Total charge = +1
Frontier orbital gap (spin up / spin down) = 5.486 / 5.237 eV
Electronic energy = -69857.711 eV